1.
117
Properties=species:S:1:pos:R:3:lowdin_spin:R:1 method="wB97M-V/def2-TZVPD" homo_energy_ha="-0.3559 / -0.3559" total_charge=+1 spin_multiplicity=4 lumo_energy_ev="-3.867 / -3.486" gap_ev="5.82 / 6.20"
Cr 18.106 17.622 13.433 3.104
Cs 13.778 13.835 13.155 0.000
P 16.930 15.781 14.066 0.022
O 16.152 14.621 14.489 0.000
O 17.014 17.083 14.974 -0.027
O 16.567 16.628 12.753 -0.073
O 18.514 15.795 13.787 -0.054
C 16.841 19.353 11.378 0.004
C 18.327 19.206 11.065 0.006
N 18.900 17.892 11.466 0.000
C 20.381 18.033 11.473 0.006
C 21.157 17.015 12.276 0.004
C 18.461 16.904 10.445 0.002
C 18.856 15.445 10.622 0.000
H 16.232 18.561 10.952 0.000
H 16.511 20.321 11.001 0.000
H 16.652 19.383 12.463 0.002
H 18.500 19.400 10.001 0.001
H 18.868 19.995 11.592 0.001
H 20.791 18.148 10.463 0.000
H 20.622 19.004 11.927 0.001
H 20.741 16.844 13.277 0.002
H 21.167 16.017 11.842 0.000
H 22.191 17.325 12.409 0.000
H 18.766 17.276 9.459 0.000
H 17.374 16.953 10.408 0.000
H 19.795 15.227 10.109 0.000
H 18.080 14.809 10.198 0.000
H 18.995 15.182 11.664 0.000
C 10.471 15.355 12.010 0.000
C 11.192 15.869 10.767 0.000
N 12.657 15.862 10.828 0.000
C 13.191 17.030 11.545 0.000
C 13.110 18.370 10.827 0.000
C 13.218 15.717 9.490 0.000
C 14.731 15.526 9.492 0.000
H 9.408 15.303 11.777 0.000
H 10.600 15.985 12.894 0.000
H 10.797 14.355 12.314 0.000
H 10.882 15.255 9.922 0.000
H 10.802 16.878 10.567 0.000
H 12.670 17.097 12.506 0.000
H 14.229 16.816 11.819 -0.001
H 13.417 19.152 11.528 0.000
H 13.800 18.428 9.986 0.000
H 12.095 18.623 10.527 0.000
H 12.991 16.588 8.852 0.000
H 12.743 14.867 9.001 0.000
H 15.063 15.053 8.569 0.000
H 15.034 14.882 10.321 0.000
H 15.277 16.463 9.611 0.000
C 17.645 11.177 10.074 0.000
C 17.358 11.059 11.575 0.000
N 18.498 11.047 12.481 0.000
C 19.070 12.375 12.662 0.000
C 19.961 12.474 13.887 0.000
C 19.497 10.055 12.125 0.000
C 18.954 8.632 12.209 0.000
H 16.721 11.404 9.541 0.000
H 18.080 10.270 9.655 0.000
H 18.342 11.996 9.875 0.000
H 16.769 11.936 11.861 0.000
H 16.716 10.194 11.764 0.000
H 18.222 13.046 12.830 0.000
H 19.625 12.711 11.769 0.000
H 20.086 13.523 14.163 0.000
H 20.938 12.013 13.744 0.000
H 19.487 11.977 14.736 0.000
H 19.890 10.229 11.105 0.000
H 20.369 10.176 12.767 0.000
H 18.301 8.434 11.357 0.000
H 19.770 7.911 12.178 0.000
H 18.390 8.504 13.131 0.000
C 15.317 10.778 18.147 0.000
C 16.235 11.978 18.337 0.000
N 17.535 11.771 17.700 0.000
C 18.390 10.913 18.508 0.000
C 19.481 10.235 17.692 0.000
C 18.162 13.030 17.345 0.000
C 18.588 13.972 18.461 0.000
H 14.351 10.922 18.644 0.000
H 15.719 9.847 18.547 0.000
H 15.089 10.625 17.090 0.000
H 15.762 12.845 17.873 0.000
H 16.351 12.185 19.412 0.000
H 18.865 11.472 19.327 0.000
H 17.781 10.145 18.984 0.000
H 19.065 9.613 16.896 0.000
H 20.167 10.955 17.246 0.000
H 20.062 9.554 18.320 0.000
H 17.531 13.594 16.653 0.000
H 19.040 12.799 16.729 0.000
H 19.279 13.557 19.195 0.000
H 17.717 14.287 19.050 0.000
H 19.019 14.884 18.050 0.000
C 16.525 16.079 21.305 0.000
C 16.340 17.531 20.891 0.000
N 16.828 17.859 19.559 0.000
C 18.255 17.609 19.401 0.000
C 18.700 17.625 17.950 0.000
C 16.515 19.239 19.181 0.000
C 15.057 19.614 19.311 0.000
H 16.042 15.394 20.605 0.000
H 16.110 15.911 22.299 0.000
H 17.573 15.779 21.358 0.000
H 15.267 17.717 20.917 0.000
H 16.777 18.185 21.672 0.000
H 18.845 18.330 20.000 0.000
H 18.464 16.628 19.819 0.000
H 18.696 18.612 17.491 0.000
H 19.707 17.204 17.878 0.000
H 18.046 16.960 17.382 0.000
H 16.755 19.322 18.119 0.000
H 17.145 19.960 19.731 0.000
H 14.929 20.657 19.011 0.000
H 14.705 19.605 20.345 0.000
H 14.418 18.970 18.710 0.000

***

2.
127
Properties=species:S:1:pos:R:3:lowdin_spin:R:1 method="wB97M-V/def2-TZVPD" homo_energy_ha="-0.4267 / -0.4267" total_charge=+2 spin_multiplicity=3 lumo_energy_ev="-4.485 / -9.500" gap_ev="7.13 / 2.11"
Cu 1.421 0.244 4.060 0.000
Cu -3.633 2.031 2.450 0.177
O -1.688 -0.422 5.461 0.014
C -2.535 0.606 5.395 0.019
O -2.724 1.413 6.295 0.204
O -3.111 0.851 4.281 0.560
H -1.465 -0.017 6.302 0.002
O -0.276 -0.038 0.164 0.000
C -0.786 0.285 1.371 0.000
O -1.960 0.679 1.518 0.001
O -0.027 0.315 2.341 0.000
H 0.661 0.063 0.346 0.000
C 0.487 3.188 -0.912 0.000
C 0.035 3.612 -2.341 0.000
O 1.082 2.975 -3.121 0.000
H 1.512 3.526 -0.757 0.000
H 0.708 2.121 -0.865 0.000
H -0.208 3.591 -0.177 0.000
H 0.021 4.685 -2.535 0.000
H -0.994 3.284 -2.491 0.000
H 1.076 3.389 -3.987 0.000
C 9.341 -0.612 -7.315 0.002
O 8.689 0.662 -7.311 0.003
C 7.945 0.912 -6.098 0.014
C 6.469 0.766 -6.326 0.097
N 5.656 0.980 -5.158 0.680
C 5.705 0.017 -4.016 0.069
C 5.073 0.668 -2.739 0.012
O 4.666 -0.361 -1.855 0.001
C 3.750 0.145 -0.867 0.000
H 8.676 -1.414 -6.995 0.001
H 10.137 -0.566 -6.571 0.001
H 9.687 -0.833 -8.324 0.000
H 8.221 1.929 -5.821 0.003
H 8.355 0.364 -5.249 0.000
H 6.176 -0.204 -6.727 0.054
H 6.317 1.487 -7.129 0.008
H 4.669 1.010 -5.369 0.015
H 6.741 -0.217 -3.771 0.003
H 5.288 -0.933 -4.351 0.037
H 4.210 1.284 -2.991 0.000
H 5.770 1.272 -2.160 0.001
H 3.986 1.162 -0.553 0.000
H 3.765 -0.501 0.010 0.000
H 2.738 0.213 -1.266 0.000
C 1.243 -3.651 -3.661 0.000
O 0.014 -2.851 -3.849 0.000
C -0.239 -1.648 -3.127 0.000
C -1.530 -0.891 -3.342 0.000
N -2.765 -1.634 -3.115 0.000
C -2.809 -2.694 -2.152 0.000
C -4.124 -3.451 -2.061 0.000
O -5.149 -2.756 -1.292 0.000
C -5.950 -1.797 -2.077 0.000
H 1.767 -3.912 -4.580 0.000
H 1.223 -4.574 -3.080 0.000
H 2.076 -3.013 -3.370 0.000
H 0.575 -0.974 -3.396 0.000
H -0.096 -1.901 -2.077 0.000
H -1.371 -0.407 -4.306 0.000
H -1.635 -0.042 -2.667 0.000
H -3.507 -0.951 -3.064 0.000
H -2.460 -2.434 -1.152 0.000
H -2.050 -3.405 -2.476 0.000
H -3.976 -4.414 -1.573 0.000
H -4.462 -3.733 -3.058 0.000
H -6.314 -2.280 -2.983 0.000
H -5.334 -0.945 -2.365 0.000
H -6.897 -1.433 -1.680 0.000
C -3.823 3.284 -0.357 0.000
O -4.569 2.640 0.630 0.004
C -5.403 1.706 0.151 0.000
C -6.320 1.146 1.272 0.001
N -5.576 0.648 2.457 0.011
C -5.055 -0.743 2.322 0.003
C -6.229 -1.848 2.216 0.003
O -6.945 -2.011 3.454 0.000
C -7.820 -3.154 3.460 0.000
H -3.172 4.095 -0.031 0.000
H -4.389 3.742 -1.168 0.000
H -3.029 2.692 -0.814 0.000
H -4.966 0.822 -0.313 0.000
H -6.208 2.081 -0.482 0.000
H -7.096 0.505 0.853 0.000
H -6.876 1.979 1.703 0.000
H -6.377 0.439 3.037 0.000
H -4.492 -0.956 3.231 0.001
H -4.330 -0.812 1.511 0.000
H -5.733 -2.811 2.091 0.000
H -6.886 -1.710 1.357 0.000
H -8.274 -3.313 4.438 0.000
H -7.245 -4.080 3.430 0.000
H -8.590 -3.285 2.700 0.000
C 3.211 3.225 1.540 0.000
C 3.482 2.786 2.918 0.000
C 4.319 3.755 3.732 0.000
O 3.333 4.710 4.182 0.000
C 3.760 5.631 5.233 0.000
N 2.194 2.431 3.505 0.000
H 2.913 4.245 1.295 0.000
H 2.574 2.474 1.072 0.000
H 4.155 3.016 1.037 0.000
H 4.060 1.865 2.835 0.000
H 5.180 3.986 3.105 0.000
H 4.853 3.255 4.539 0.000
H 3.344 5.455 6.225 0.000
H 3.482 6.626 4.886 0.000
H 4.850 5.655 5.253 0.000
H 2.043 3.161 4.186 0.000
H 1.552 2.743 2.790 0.000
C 1.285 -3.848 4.152 0.000
C 0.263 -2.808 3.755 0.000
C -1.265 -3.234 3.628 0.000
O -1.422 -4.154 2.516 0.000
C -1.704 -3.489 1.249 0.000
N 0.459 -1.722 4.797 0.000
H 1.056 -4.355 5.089 0.000
H 2.220 -3.374 4.449 0.000
H 1.374 -4.683 3.457 0.000
H 0.578 -2.429 2.783 0.000
H -1.941 -2.382 3.561 0.000
H -1.617 -3.747 4.523 0.000
H -1.775 -2.419 1.445 0.000
H -2.556 -3.890 0.701 0.000
H -0.881 -3.644 0.552 0.000
H -0.508 -1.451 4.903 0.000
H 0.680 -2.267 5.619 0.000

***

3.
120
Properties=species:S:1:pos:R:3:lowdin_spin:R:1 method="wB97M-V/def2-TZVPD" homo_energy_ha="0.0298 / -0.2191" total_charge=-1 spin_multiplicity=2 lumo_energy_ev="1.964 / 1.946" gap_ev="1.15 / 7.91"
C -5.731 1.592 2.003 0.040
O -4.776 1.549 1.052 0.008
C -4.703 0.430 0.285 0.013
C -3.701 0.589 -0.888 0.005
N -3.243 -0.486 -1.691 0.001
C -4.231 -1.055 -2.546 0.004
C -4.538 -2.550 -2.123 0.018
O -5.358 -2.493 -0.987 0.012
C -5.668 -3.782 -0.474 0.064
H -5.399 1.821 3.016 0.007
H -6.302 0.705 2.278 0.011
H -6.358 2.357 1.544 0.002
H -5.643 0.250 -0.236 0.002
H -4.425 -0.447 0.869 0.013
H -2.730 0.663 -0.398 0.002
H -4.053 1.527 -1.318 0.001
H -2.881 -1.264 -1.159 0.000
H -3.959 -0.917 -3.593 0.001
H -5.170 -0.517 -2.418 0.001
H -3.583 -3.075 -2.098 0.008
H -5.024 -3.118 -2.916 0.004
H -4.948 -4.575 -0.677 0.024
H -6.634 -4.119 -0.850 0.012
H -5.846 -3.758 0.601 0.017
C 3.527 1.733 -2.999 0.004
O 2.294 1.565 -2.294 0.004
C 1.166 1.627 -3.162 0.003
C -0.063 1.078 -2.588 0.002
N -0.432 -0.313 -2.846 0.000
C 0.328 -1.344 -2.198 0.010
C -0.176 -1.543 -0.764 0.023
O -1.508 -2.087 -0.615 0.040
C -1.970 -2.272 0.721 0.071
H 3.605 0.891 -3.687 0.001
H 4.386 1.684 -2.331 0.001
H 3.584 2.724 -3.450 0.000
H 1.327 1.138 -4.123 0.000
H 1.078 2.703 -3.313 0.001
H -0.825 1.695 -3.065 0.001
H -0.245 1.274 -1.532 0.000
H -1.426 -0.346 -2.670 0.000
H 1.399 -1.148 -2.256 0.002
H 0.084 -2.199 -2.829 0.004
H -0.103 -0.561 -0.297 0.003
H 0.498 -2.179 -0.190 0.021
H -1.853 -1.617 1.584 0.043
H -1.558 -3.209 1.097 0.017
H -3.031 -2.512 0.660 0.012
C 0.298 1.956 1.796 0.030
O 0.285 3.348 1.418 0.004
C -0.983 3.900 1.514 0.003
C -1.000 5.436 1.438 0.003
N -0.292 6.217 2.479 0.000
C 1.107 6.145 2.399 0.002
C 1.720 7.153 3.315 0.002
O 1.317 8.414 2.837 0.000
C 1.813 9.533 3.520 0.001
H 1.330 1.610 1.732 0.008
H -0.368 1.382 1.151 0.003
H -0.135 1.823 2.787 0.015
H -1.388 3.670 2.500 0.002
H -1.632 3.461 0.756 0.001
H -2.001 5.826 1.254 0.001
H -0.517 5.738 0.508 0.000
H -0.602 7.091 2.878 0.000
H 1.322 6.345 1.350 0.001
H 1.542 5.164 2.591 0.001
H 2.802 7.042 3.387 0.001
H 1.326 7.055 4.326 0.000
H 1.215 9.990 4.309 0.000
H 2.098 10.206 2.712 0.000
H 2.821 9.378 3.906 0.000
C -4.730 -10.939 5.102 0.009
O -4.776 -10.016 6.218 0.002
C -5.948 -9.272 6.216 0.003
C -6.469 -8.654 4.837 0.008
N -5.575 -7.484 4.475 0.003
C -5.115 -7.425 3.102 0.030
C -4.336 -6.216 2.808 0.044
O -3.126 -6.539 3.504 0.013
C -2.006 -5.814 3.197 0.121
H -3.779 -11.409 4.850 0.003
H -4.844 -10.491 4.115 0.002
H -5.604 -11.576 4.967 0.001
H -5.742 -8.439 6.888 0.001
H -6.820 -9.851 6.519 0.001
H -7.550 -8.522 4.899 0.002
H -6.411 -9.413 4.057 0.001
H -4.777 -7.554 5.089 0.001
H -6.025 -7.493 2.506 0.012
H -4.506 -8.306 2.897 0.005
H -4.859 -5.316 3.131 0.023
H -4.213 -6.108 1.731 0.017
H -2.120 -4.818 3.626 0.029
H -1.814 -5.638 2.138 0.029
H -1.120 -6.252 3.656 0.016
C 11.697 3.769 -5.923 0.000
O 10.612 2.864 -6.269 0.000
C 9.274 3.374 -6.346 0.001
C 8.682 3.348 -4.958 0.001
N 8.765 1.992 -4.369 0.000
C 8.398 1.980 -2.975 0.001
C 6.987 2.569 -2.706 0.002
O 7.081 3.959 -2.428 0.001
C 5.822 4.654 -2.382 0.004
H 11.330 4.617 -5.345 0.000
H 12.116 3.991 -6.904 0.000
H 12.503 3.304 -5.356 0.000
H 8.725 2.818 -7.106 0.000
H 9.291 4.406 -6.695 0.000
H 7.698 3.805 -5.055 0.000
H 9.264 4.120 -4.453 0.000
H 9.691 1.671 -4.613 0.000
H 9.032 2.632 -2.373 0.000
H 8.437 0.978 -2.548 0.000
H 6.575 1.958 -1.903 0.001
H 6.422 2.348 -3.611 0.000
H 5.103 3.920 -2.018 0.001
H 5.584 4.924 -3.411 0.001
H 5.914 5.553 -1.772 0.001

***

4.
129
Properties=species:S:1:pos:R:3:mulliken_charge:R:1 method="wB97M-V/def2-TZVPD" homo_energy_ha=-0.3733 total_charge=+1 lumo_energy_ev=-2.032 gap_ev=8.13
N 1.257 -2.815 5.058 -0.611
C 2.094 -2.354 6.154 1.163
N 1.823 -3.258 7.257 -0.540
N 1.697 -0.969 6.383 -0.621
C 3.610 -2.330 5.812 -1.821
N 4.385 -3.455 6.413 0.369
C 5.884 -3.194 6.354 -0.058
C 6.368 -2.524 7.632 -0.779
C 7.812 -2.910 7.949 -0.835
C 7.905 -4.218 8.762 -0.441
O 8.358 -3.993 10.081 -0.573
P 4.066 -5.034 5.616 0.361
O 4.787 -6.085 6.331 -0.647
H 1.612 -3.696 4.701 0.245
H 1.339 -2.160 4.286 0.177
H 2.177 -2.905 8.138 0.172
H 0.837 -3.469 7.312 0.282
H 2.361 -0.501 6.991 0.201
H 0.816 -0.970 6.884 0.196
H 3.719 -2.368 4.736 0.462
H 4.020 -1.387 6.145 0.496
H 4.149 -3.604 7.396 0.549
H 6.386 -4.138 6.187 -0.078
H 6.049 -2.530 5.520 0.367
H 5.744 -2.780 8.488 0.410
H 6.296 -1.452 7.490 0.434
H 8.393 -3.003 7.040 0.394
H 8.215 -2.125 8.571 0.448
H 6.936 -4.719 8.772 0.324
H 8.627 -4.880 8.303 0.209
H 7.608 -3.761 10.649 0.326
H 4.528 -4.866 4.296 0.184
H 2.685 -5.239 5.664 0.137
C 0.098 -2.721 0.458 -1.291
C 1.387 -2.352 1.140 0.548
O 2.015 -3.148 1.834 -0.680
N 1.831 -1.090 0.947 -0.102
C 1.214 -0.035 0.152 -0.634
H -0.143 -3.756 0.686 0.376
H -0.711 -2.082 0.811 0.403
H 0.197 -2.608 -0.622 0.441
H 2.700 -0.889 1.416 0.226
H 1.900 0.281 -0.634 0.290
H 0.995 0.824 0.787 0.281
H 0.291 -0.377 -0.308 0.153
C -4.054 -0.360 -1.913 -1.223
C -2.820 -1.171 -1.614 0.903
O -1.692 -0.699 -1.687 -0.667
N -2.989 -2.468 -1.247 -0.107
C -4.224 -3.213 -1.088 -0.907
H -3.751 0.643 -2.194 0.061
H -4.608 -0.794 -2.745 0.423
H -4.699 -0.304 -1.035 0.413
H -2.117 -2.940 -1.075 0.169
H -4.308 -3.580 -0.063 0.289
H -4.230 -4.072 -1.761 0.299
H -5.083 -2.590 -1.309 0.344
C -1.937 2.231 -5.978 -1.469
C -3.071 2.305 -4.991 0.947
O -4.004 1.514 -4.997 -0.689
N -3.036 3.307 -4.068 -0.125
C -2.022 4.337 -3.894 -0.812
H -2.101 1.396 -6.649 0.381
H -1.888 3.142 -6.573 0.324
H -0.987 2.084 -5.462 0.346
H -3.826 3.301 -3.441 0.269
H -1.592 4.268 -2.893 0.305
H -2.461 5.330 -4.011 0.245
H -1.230 4.221 -4.625 0.308
C 1.084 3.442 8.583 -1.356
C 0.389 2.120 8.371 0.847
O 0.918 1.056 8.675 -0.677
N -0.852 2.145 7.832 -0.141
C -1.631 3.300 7.417 -0.855
H 2.059 3.255 9.020 0.297
H 1.217 3.963 7.634 0.376
H 0.511 4.073 9.262 0.381
H -1.263 1.232 7.722 0.213
H -2.565 3.339 7.977 0.297
H -1.867 3.225 6.355 0.294
H -1.082 4.218 7.588 0.326
C -6.438 7.890 -5.693 -1.366
C -5.230 7.060 -5.330 0.885
O -4.096 7.509 -5.372 -0.641
N -5.442 5.774 -4.945 0.024
C -6.698 5.056 -4.828 -0.904
H -6.101 8.882 -5.974 0.297
H -6.970 7.447 -6.535 0.356
H -7.116 7.977 -4.843 0.365
H -4.592 5.279 -4.723 0.014
H -6.836 4.709 -3.802 0.275
H -6.691 4.185 -5.485 0.289
H -7.534 5.693 -5.097 0.379
C -3.252 2.637 -10.400 -1.253
C -1.953 2.913 -9.690 0.743
O -1.369 2.057 -9.038 -0.687
N -1.446 4.171 -9.783 -0.155
C -2.002 5.309 -10.494 -0.799
H -3.529 1.601 -10.230 0.387
H -4.044 3.276 -10.021 0.309
H -3.147 2.799 -11.472 0.371
H -0.577 4.294 -9.289 0.244
H -1.296 5.656 -11.251 0.279
H -2.191 6.127 -9.798 0.275
H -2.933 5.042 -10.980 0.297
C 7.770 -6.886 5.015 -1.211
C 7.939 -5.750 4.036 0.842
O 6.982 -5.182 3.514 -0.651
N 9.201 -5.367 3.732 -0.183
C 10.453 -5.912 4.231 -0.844
H 6.712 -7.076 5.156 0.209
H 8.244 -7.791 4.635 0.470
H 8.209 -6.631 5.981 0.291
H 9.243 -4.610 3.068 0.244
H 11.024 -5.131 4.734 0.279
H 11.047 -6.293 3.400 0.300
H 10.272 -6.720 4.930 0.334
C -8.268 2.165 -11.608 -1.410
C -7.128 2.415 -10.651 0.848
O -6.209 3.172 -10.923 -0.612
N -7.152 1.760 -9.460 -0.076
C -8.149 0.829 -8.966 -0.885
H -8.102 2.755 -12.503 0.308
H -8.316 1.112 -11.885 0.369
H -9.218 2.464 -11.162 0.377
H -6.362 1.967 -8.869 0.158
H -8.584 1.205 -8.039 0.273
H -7.686 -0.138 -8.762 0.304
H -8.942 0.690 -9.692 0.343

***

no.,DFT total energy (hartree)
1,-3168.63292
2,-5870.40666
3,-2213.73522
4,-2939.41290